The following is a quantum chemistry calculation of a molecular structure, C4H10O, from the Open Molecules 2025 dataset.

Cartesian coordinates (Å):
C: -1.6431 -1.2187 -0.0537
C: -0.7516 -0.2028 0.6974
C: 0.6351 -0.1895 0.0953
C: 1.5139 0.9500 0.6153
O: 0.2820 0.6396 -1.4640
H: -1.2667 -2.2627 -0.1504
H: -1.8127 -0.7417 -1.0236
H: -2.5805 -1.2274 0.5151
H: -1.2140 0.7972 0.5969
H: -0.6652 -0.4607 1.7752
H: 1.1322 -1.1236 0.3428
H: 1.8774 0.7017 1.6199
H: 2.3687 1.2139 -0.0210
H: 0.9572 1.8832 0.7503
H: 0.5525 -0.3357 -1.1743

Results
Total energy (eV): -6353.8904
ΔE to the lowest compared entry with this formula, charge and spin (kcal per mole): 90.2
Strongest force on any atom (eV/A): 5.720
Orbital gap (Ha): 0.3997

Quick look at the Löwdin charges, all values in e: -0.104, -0.253, -0.291, -0.088, -0.147, 0.086, 0.070, 0.069, 0.124, 0.124, 0.150, 0.079, 0.085, 0.083, 0.016